{"formula": "C41H37CrN3P2", "method": "ωB97M-V with the def2-TZVPD basis set", "elements": ["Cr", "C", "N", "C", "P", "C", "C", "C", "C", "C", "C", "C", "C", "C", "C", "C", "C", "C", "C", "C", "C", "C", "C", "P", "C", "C", "C", "C", "C", "C", "C", "C", "C", "C", "C", "C", "H", "H", "H", "H", "H", "H", "H", "H", "H", "H", "H", "H", "H", "H", "H", "H", "H", "H", "H", "H", "H", "H", "H", "H", "H", "H", "H", "H", "H", "N", "C", "C", "C", "C", "C", "C", "C", "C", "N", "C", "H", "H", "H", "H", "H", "H", "H", "H"], "xyz": [[0.66, 0.60, -0.96], [1.02, -1.45, 2.06], [-0.31, -0.99, 2.33], [-0.44, 0.43, 2.52], [-0.61, 1.31, 0.88], [-2.34, 0.92, 0.49], [-2.57, -0.04, -0.50], [-3.86, -0.39, -0.86], [-4.93, 0.22, -0.23], [-4.72, 1.17, 0.75], [-3.43, 1.52, 1.11], [-0.52, 3.05, 1.39], [0.29, 3.90, 0.63], [0.36, 5.25, 0.94], [-0.36, 5.76, 2.01], [-1.12, 4.91, 2.79], [-1.20, 3.56, 2.49], [-1.12, -1.79, 3.21], [-0.61, -2.31, 4.39], [-1.43, -3.04, 5.23], [-2.76, -3.26, 4.89], [-3.26, -2.74, 3.71], [-2.45, -2.00, 2.87], [1.45, -1.25, 0.25], [0.75, -2.72, -0.57], [1.39, -3.20, -1.71], [0.85, -4.24, -2.44], [-0.35, -4.81, -2.03], [-0.99, -4.34, -0.90], [-0.46, -3.29, -0.17], [3.23, -1.61, 0.34], [4.12, -0.55, 0.26], [5.48, -0.78, 0.40], [5.94, -2.07, 0.61], [5.05, -3.13, 0.69], [3.69, -2.90, 0.56], [1.11, -2.52, 2.29], [1.79, -0.89, 2.62], [0.41, 0.86, 3.06], [-1.36, 0.63, 3.08], [-1.71, -0.52, -0.99], [-4.03, -1.13, -1.62], [-5.94, -0.04, -0.52], [-5.55, 1.65, 1.24], [-3.28, 2.28, 1.86], [0.85, 3.50, -0.20], [0.99, 5.90, 0.34], [-0.32, 6.81, 2.24], [-1.66, 5.29, 3.64], [-1.79, 2.91, 3.13], [0.42, -2.14, 4.66], [-1.04, -3.44, 6.15], [-3.39, -3.83, 5.55], [-4.29, -2.90, 3.45], [-2.84, -1.58, 1.95], [2.35, -2.79, -2.01], [1.36, -4.61, -3.31], [-0.78, -5.62, -2.60], [-1.92, -4.78, -0.59], [-0.97, -2.92, 0.71], [3.74, 0.46, 0.11], [6.18, 0.04, 0.36], [7.00, -2.25, 0.71], [5.41, -4.13, 0.85], [2.99, -3.72, 0.62], [1.86, 0.05, -2.58], [1.60, 1.00, -3.65], [2.29, 0.99, -4.84], [2.00, 1.94, -5.83], [1.00, 2.85, -5.63], [0.25, 2.86, -4.43], [-0.83, 3.72, -4.20], [-1.52, 3.62, -3.02], [-1.11, 2.70, -2.06], [-0.08, 1.88, -2.21], [0.58, 1.93, -3.41], [1.66, -0.90, -2.93], [2.86, 0.04, -2.38], [3.06, 0.25, -5.02], [2.56, 1.93, -6.75], [0.76, 3.59, -6.38], [-1.11, 4.43, -4.97], [-2.37, 4.25, -2.80], [-1.66, 2.63, -1.13]], "homo_energy_ev": [-13.09, -13.09], "charge": 2, "e_tot_ev": -94575.7407, "spin_multiplicity": 5, "homo_lumo_gap_ev": [7.102, 7.032]}